C19H27BBrF3N4O7PS | ωB97M-V/def2-TZVPD

Positions of all 64 atoms, in Å:
C  2.776  -3.243  -0.654
C  2.670  -2.022  -1.778
C  1.142  -1.609  -2.181
Br  1.193  -1.272  -4.194
C  0.471  -0.387  -1.333
O  -0.611  -0.683  -0.345
B  -0.158  -1.625  0.690
O  -0.592  -3.053  0.531
O  0.631  -1.318  1.897
S  1.586  0.850  -0.422
C  1.771  1.938  -1.982
N  3.003  2.807  -2.095
C  2.906  4.085  -1.295
O  3.514  4.359  -0.139
F  1.999  5.156  -1.844
C  4.289  2.051  -1.861
O  4.792  1.658  -0.689
F  5.068  1.649  -3.085
N  0.678  1.805  -2.848
P  0.445  2.706  -4.409
O  0.198  1.555  -5.736
O  1.911  3.550  -4.867
C  -0.301  0.804  -2.221
C  -1.682  0.425  -3.013
C  -2.948  1.204  -2.274
C  -3.630  0.334  -1.062
F  -5.114  0.605  -1.016
H  1.747  -3.738  -0.400
H  3.450  -4.114  -1.114
H  3.376  -2.862  0.293
H  3.156  -2.487  -2.766
H  3.375  -1.141  -1.472
H  0.489  -2.603  -2.079
H  -0.316  -3.530  1.370
H  1.539  -1.786  1.867
H  0.231  2.066  -6.621
H  2.575  2.843  -5.141
H  -0.724  1.468  -1.322
H  -1.705  0.765  -4.135
H  -1.861  -0.749  -2.890
H  -3.778  1.318  -3.119
H  -2.660  2.303  -1.953
H  -3.398  -0.812  -1.168
H  -3.218  0.680  -0.015
N  2.074  0.377  4.275
C  1.804  0.107  5.592
C  2.904  0.472  6.335
C  3.869  0.985  5.437
C  3.329  0.918  4.172
H  1.445  0.205  3.502
H  0.855  -0.322  5.885
H  3.000  0.379  7.409
H  4.851  1.364  5.685
H  3.730  1.207  3.209
N  -5.360  -0.766  1.959
C  -5.581  -2.092  1.693
C  -5.852  -2.726  2.885
C  -5.799  -1.746  3.905
C  -5.496  -0.545  3.305
H  -5.133  -0.061  1.270
H  -5.525  -2.471  0.681
H  -6.067  -3.780  3.007
H  -5.964  -1.900  4.964
H  -5.364  0.446  3.719

Calculated values
LUMO level   -6.20 eV
Net charge   +1
HOMO-LUMO gap   0.1334 Eh
Energy relative to the best compared isomer or geometry (same formula, charge and spin)   253.13 kcal per mole